# 1
49
Properties=species:S:1:pos:R:3:forces:R:3 method="wB97M-V/def2-TZVPD" de_lowest_kcal_mol=14.9 charge=+1 e_homo_ev=-11.280
C -1.5605 -0.0322 8.5599 0.00 -0.01 -0.01
H 1.9074 -0.9154 -1.5733 0.00 0.00 0.00
H -0.5554 -1.4346 3.4671 0.00 0.00 0.02
H 3.3514 0.8016 4.2029 0.02 0.01 0.00
H -2.0512 -0.3699 9.4626 0.00 0.00 0.00
Br 5.2255 0.9662 1.9086 0.01 0.01 0.00
C 2.8862 0.2931 3.3704 0.01 -0.08 0.02
H -3.9573 -1.1508 0.1468 0.00 0.01 0.00
C -2.2041 -4.0047 -2.9886 -0.01 0.03 -0.02
C 1.6072 -0.8949 1.2209 0.01 0.03 -0.06
C 1.4678 -1.7488 -1.0242 0.00 -0.01 0.03
C 2.8664 -0.3519 1.0524 -0.01 0.03 -0.01
Pd -0.9640 0.2046 -0.0989 0.18 -0.10 -0.01
H -0.8415 -1.9947 8.0421 0.00 0.00 0.00
C -1.9141 -0.3395 -2.4588 0.05 0.00 0.08
N 0.4562 -1.0611 5.6182 0.17 0.07 0.14
C -0.3202 0.9032 6.2829 0.00 0.04 -0.06
C -1.0118 1.8132 7.0796 0.00 0.00 0.02
C -0.3952 1.4479 1.3433 0.27 0.01 0.08
H -1.4660 0.5226 -2.9373 0.01 -0.01 -0.01
H -1.1492 -1.7473 -3.8980 0.00 0.00 0.00
C 3.5101 0.2228 2.1417 -0.02 -0.02 -0.02
C 1.6351 -0.2950 3.5398 0.09 -0.02 0.03
C -3.3468 -1.2820 -0.7371 -0.05 -0.04 -0.04
C -1.7551 -1.6067 -3.0136 0.00 -0.01 0.00
C 0.8696 -0.0562 4.7776 -0.23 -0.03 -0.05
C -0.8879 -0.9475 7.7750 0.00 0.00 0.02
C -3.1841 -2.5319 -1.2853 -0.01 0.03 0.01
H 2.2354 -2.4739 -0.7581 0.01 0.01 0.00
N 0.3904 1.1122 5.1003 0.13 0.05 -0.02
C -2.3888 -2.6919 -2.4291 0.02 -0.03 -0.02
H -3.6561 -3.3958 -0.8388 0.00 0.00 0.00
N -2.0387 -5.0485 -3.4371 0.00 -0.01 0.02
H 0.3648 2.3968 3.1317 -0.11 -0.33 -0.10
H -2.1643 2.0057 8.8629 0.00 0.00 0.00
H 0.9152 -1.9553 5.6929 -0.05 -0.02 -0.04
N 0.0591 2.0085 2.2399 -0.23 0.33 0.13
C -2.7393 -0.1494 -1.3307 -0.11 0.03 0.00
H -1.0506 2.8616 6.8167 -0.01 0.00 0.00
H 0.7033 -2.2281 -1.6286 0.00 0.00 0.00
O -0.2310 -1.4878 2.5576 -0.01 0.06 -0.04
C -2.6726 1.1226 -0.6314 -0.10 0.01 0.02
H -3.3668 1.2804 0.1866 0.03 -0.02 0.02
H -2.4817 2.0184 -1.2130 0.06 -0.03 -0.02
O 0.8017 -1.2911 0.1647 -0.04 0.04 0.00
C 1.0103 -0.9419 2.4800 -0.05 0.01 -0.01
C -0.2727 -0.4474 6.6337 -0.02 -0.04 -0.08
H 3.3413 -0.3319 0.0827 -0.01 -0.01 -0.02
C -1.6248 1.3276 8.2159 0.01 0.00 -0.01

=====

# 2
50
Properties=species:S:1:pos:R:3:forces:R:3 method="wB97M-V/def2-TZVPD" de_lowest_kcal_mol=0.0 e_homo_ev=-7.963
C 5.4554 -4.5924 2.5225 -0.01 0.00 -0.01
C -4.0297 -0.1500 0.8649 -0.04 0.00 0.01
S -0.4280 3.8458 -0.2929 0.02 0.05 0.07
C -3.0345 1.0797 3.1624 -0.06 0.00 0.04
C -4.3908 1.0878 2.8861 0.03 -0.01 -0.02
H -1.6676 -2.8212 0.8786 0.00 0.00 -0.02
S 1.0521 1.5589 0.8369 0.09 -0.21 -0.09
O 1.6484 -2.0787 0.4543 0.03 0.34 0.05
H 3.3277 -3.8854 -0.0013 0.00 0.00 0.00
H 3.6350 -2.0854 3.8619 0.00 0.00 0.00
H 5.5182 -3.6168 4.4279 0.00 0.00 0.00
C 5.0311 -3.6664 3.4645 0.00 0.00 0.00
C -1.4759 3.9494 -1.7732 0.00 0.00 -0.05
C 0.2994 4.1342 -3.5457 0.01 0.00 -0.01
H -2.6310 1.5494 4.0494 -0.01 0.00 0.00
H -2.7048 -2.4656 -0.4831 0.00 0.03 -0.03
H -1.0560 1.0230 -5.3677 0.00 0.00 0.00
C -1.7283 -2.2411 -0.0470 0.09 -0.05 0.06
C -2.1598 0.4426 2.2819 0.17 0.03 -0.01
H 1.7709 4.2244 -5.0984 0.00 0.00 0.00
C -1.6502 -0.7652 0.2392 0.02 0.14 -0.30
C -2.6681 -0.1597 1.1326 -0.01 0.06 -0.08
O 1.8647 -1.1110 2.3908 0.10 -0.05 0.17
C 3.3757 -2.9051 1.9001 0.02 0.02 0.03
H -2.4019 3.4125 -1.5784 0.02 -0.02 0.00
H -2.1352 1.8096 -3.2885 -0.01 0.00 0.00
H 5.2137 -5.4178 0.5610 0.00 0.00 0.00
C 3.9856 -2.8182 3.1481 0.00 -0.01 -0.01
C -1.2869 2.3439 -3.6969 0.00 0.00 0.01
C 0.4253 2.5738 -5.3691 0.00 0.00 0.00
C 3.8122 -3.8376 0.9643 -0.01 0.01 0.00
H -4.4101 -0.6176 -0.0364 0.02 0.00 0.00
C -0.8069 3.4644 -3.0309 -0.01 0.01 0.02
H -5.0670 1.5797 3.5741 0.00 0.00 0.00
H 0.9050 2.2273 -6.2753 0.00 0.00 0.00
N -0.8678 -0.0266 -0.5637 -0.07 -0.36 0.31
Ir 0.3094 -0.5473 1.1814 -0.64 0.11 0.24
C 4.8579 -4.6877 1.2737 0.01 -0.01 0.00
Cl 6.7651 -5.6555 2.9145 0.00 0.00 0.00
H 0.6885 5.0016 -3.0246 0.00 0.00 0.00
C -4.9000 0.4762 1.7426 0.01 -0.01 0.00
C -0.3166 2.1089 -0.1100 0.16 0.11 -0.06
C 0.9118 3.6943 -4.7079 0.00 0.00 0.01
H -0.9439 -2.5457 -0.7378 -0.02 -0.01 0.00
H -5.9615 0.4915 1.5379 0.00 0.01 0.01
N -1.1605 1.3197 -0.6277 -0.16 -0.02 -0.04
C -0.6748 1.9005 -4.8613 0.00 0.00 0.00
C 2.2644 -2.0052 1.5654 0.06 -0.02 -0.17
O -0.8506 0.3903 2.5408 0.19 -0.16 -0.17
H -1.7092 5.0136 -1.8397 0.00 0.00 0.00

=====

# 3
54
Properties=species:S:1:pos:R:3:forces:R:3 method="wB97M-V/def2-TZVPD" de_lowest_kcal_mol=39.8 charge=-2 e_homo_ev=-1.393
C -1.5614 -3.2343 -2.3276 1.05 1.35 -0.66
H -4.2574 1.8226 1.2424 -0.31 0.13 -0.30
C -5.0531 0.1984 0.0228 0.29 -0.51 0.23
H -5.4624 -0.3811 0.8513 -0.07 -0.02 0.06
O -0.0512 -3.1406 -6.0283 0.29 -0.61 -1.36
C 0.6816 5.5781 2.4190 0.08 0.23 -0.02
O 3.3639 -2.6378 -5.8257 0.34 -0.58 -0.92
O 0.5581 -1.4646 2.5377 0.02 0.28 0.11
H -4.6930 -0.5182 -0.7179 0.05 0.05 0.01
H 1.4018 -3.4614 -2.0810 0.70 -0.25 -0.43
O 1.7467 0.8055 1.7970 1.16 0.14 0.29
C 1.3708 -2.5977 -2.7428 -0.84 1.78 0.64
H -3.4655 1.6368 -0.3337 -0.49 0.02 0.11
H 2.3799 3.0796 0.9238 0.18 -0.16 -0.07
Co 2.7041 -1.2002 -3.3281 -0.41 -0.86 -0.40
O -2.2014 -3.9483 -1.7177 -0.86 -1.03 0.67
C 1.0054 -1.3382 -2.0992 -0.33 -2.87 2.85
H -0.3240 -3.2006 3.0666 0.15 -0.30 -0.09
H 0.7055 -0.4770 -0.1120 -0.23 0.13 0.27
O 4.9000 -1.1356 -1.3810 0.97 0.07 0.80
C -0.5479 0.5447 1.7178 -0.26 -0.22 0.86
C -0.2404 -2.7506 -4.9770 -0.51 1.05 2.25
H 2.0726 -3.1365 3.9602 0.02 -0.01 0.15
C 1.6692 4.9463 1.6929 0.10 0.28 -0.15
O -2.8851 0.3686 1.1131 0.48 -0.21 0.21
C 4.0606 -1.1537 -2.1482 -0.56 -0.25 -0.78
C 0.6504 1.3397 1.8937 -0.83 -0.73 -0.61
H -1.1969 2.9004 3.1917 -0.11 -0.14 0.21
O -1.1682 -1.6155 1.0945 0.16 -0.51 0.74
H 2.6658 -3.2134 2.3179 0.01 0.04 -0.09
C -0.3521 4.8437 2.9645 -0.06 -0.03 0.20
C -0.3702 3.4755 2.8174 0.16 -0.29 -0.18
C 3.1158 -2.0859 -4.8640 -0.80 1.28 2.16
H 1.7961 -4.5889 2.9945 -0.26 0.07 -0.10
H 2.4432 5.5273 1.2176 0.20 0.12 -0.03
H -1.1590 5.3443 3.4754 -0.12 0.07 0.19
O -1.7708 0.5306 -3.7596 -0.26 1.00 -0.12
C 1.6369 3.5802 1.5193 -0.11 -0.41 0.08
C -3.9205 1.0871 0.5019 -0.56 0.86 -0.56
Co -0.5289 -2.1203 -3.2995 1.27 1.11 -0.58
C 0.5388 -2.8763 2.4696 -0.42 -0.77 -0.34
O -1.7913 2.3345 0.9048 -0.79 0.11 -0.25
C 0.6238 2.8234 2.0894 -0.21 0.44 0.23
O 1.8776 1.4635 -4.2460 -0.37 0.87 -0.21
H 2.0830 -1.6805 -0.1796 0.32 -0.33 0.05
H 0.7093 6.6444 2.5497 -0.02 0.37 -0.01
C 1.2449 -1.2149 -0.6679 -0.46 1.05 -4.80
C 2.2029 0.4347 -3.8921 0.63 -0.96 -0.11
C -0.4365 -0.9143 1.7766 -0.79 0.71 -1.16
H -5.8701 0.7670 -0.4310 0.20 0.16 0.10
C -1.2942 -0.4863 -3.5790 0.30 -1.94 0.22
C 1.8332 -3.4975 2.9608 0.19 0.59 0.15
H 0.3337 -3.1613 1.4275 0.06 -0.12 0.34
C -1.7746 1.1545 1.2276 1.66 -0.25 0.17

=====

# 4
51
Properties=species:S:1:pos:R:3:forces:R:3 method="wB97M-V/def2-TZVPD" de_lowest_kcal_mol=45.5 smiles="O=C(F)CN1C(=O)c2c(F)c(O)c(COO)c(F)c2C1=O.c1ccccc1.c1ccccc1" e_homo_ev=-9.353
O 1.7609 2.0140 3.5758 -0.74 0.07 -0.80
C -0.7983 1.2726 5.1466 -0.70 -0.94 -0.27
C -1.1848 -1.4763 -1.2369 -0.01 0.00 0.04
O 0.0372 1.9164 7.1419 -0.41 0.61 1.60
H 0.4347 1.3144 7.7983 -0.08 0.00 -0.58
C -3.1181 1.7521 0.3774 2.65 0.35 1.73
H 2.6529 -2.7238 -1.5760 0.02 0.01 -0.04
C -1.0309 2.2456 -0.7629 -0.31 -0.28 1.54
H -4.1158 3.7084 -1.1551 0.96 -0.55 0.16
H -2.4024 -0.6581 0.3312 0.00 -0.17 0.00
H -1.6198 1.8787 5.6117 0.86 -0.35 -0.51
C -0.6675 2.0956 0.7402 -0.67 -0.31 1.08
N -2.4899 2.3009 -0.7907 -0.74 0.58 -0.14
O -4.2198 1.3304 0.5576 0.16 0.69 -0.70
F -3.0882 1.1936 3.4531 1.75 0.46 -0.43
H -2.8409 -2.8535 1.3808 0.02 0.01 -0.05
H -0.4787 -4.7662 -1.6395 -0.02 0.05 0.02
C -2.2548 4.8469 -0.8894 -0.07 0.47 0.50
H 5.4609 -2.4357 -5.6392 -0.03 -0.01 0.04
C -2.2252 -2.7913 0.4909 0.02 -0.01 0.00
C 3.5144 -1.4263 -3.0552 0.01 0.00 0.00
H 2.4593 2.2271 2.9243 -0.43 -0.12 0.39
H 3.6230 -4.7771 -2.5573 0.00 0.04 -0.02
C 0.5588 1.9468 2.9144 -0.15 0.06 -1.07
C -1.9031 1.5328 2.8358 0.76 0.09 -1.13
H -0.0324 -2.5680 -2.6830 -0.02 0.00 0.04
C -1.6828 -3.9455 -0.0614 0.01 0.05 -0.02
O -1.2614 5.2701 -1.3622 -0.27 -0.37 -0.02
F 1.7139 2.5358 0.7681 -0.88 -0.45 1.29
H 3.0880 -0.5266 -2.6259 0.02 -0.04 -0.02
H -0.9862 -0.5127 -1.6931 -0.01 -0.05 -0.03
H -1.1271 0.1890 5.2103 0.20 1.05 -0.09
C -0.8972 -3.8654 -1.2052 0.00 0.02 0.03
C -0.6470 -2.6310 -1.7922 0.01 0.00 -0.01
O -0.3615 2.2745 -1.7485 -0.10 0.20 0.51
H -2.9079 3.5062 -2.4681 0.03 0.30 1.18
C -0.6618 1.6055 3.6351 -0.54 0.44 -1.99
C -3.0246 3.5540 -1.3470 -0.62 0.60 -1.32
C 4.8466 -2.4989 -4.7486 -0.02 0.01 0.04
C 4.5978 -3.7336 -4.1616 0.00 0.01 0.01
O 0.4067 1.4105 5.9015 0.07 -0.25 -1.61
C 3.8125 -3.8145 -3.0180 -0.01 0.04 -0.03
H -1.8734 -4.9079 0.3992 0.00 0.04 -0.02
C 3.2688 -2.6607 -2.4661 0.01 -0.01 -0.01
H 5.0173 -4.6340 -4.5957 -0.02 0.05 0.03
C 4.3071 -1.3445 -4.1935 -0.01 -0.05 0.00
C -1.9497 1.7761 1.4094 2.36 -0.11 1.42
C -1.9776 -1.5576 -0.0982 0.07 -0.02 -0.03
F -2.8155 5.5865 0.1654 0.01 -1.41 -1.05
H 4.5040 -0.3810 -4.6490 -0.02 -0.04 0.02
C 0.5794 2.2059 1.4504 -3.15 -0.74 0.34

=====

# 5
58
Properties=species:S:1:pos:R:3:forces:R:3 method="wB97M-V/def2-TZVPD" charge=-1 e_homo_ev="-2.617 / -5.236" multiplicity=2 s_squared=0.7976
H -3.1940 1.6596 -0.5050 0.01 -0.01 -0.01
C -1.3560 -4.9590 -0.4144 0.15 0.01 -0.03
H -5.6383 1.1903 -0.2704 0.01 0.01 -0.01
C 0.5311 2.9463 2.3455 -0.22 0.10 0.11
N -0.7082 -2.2771 -0.6619 -0.44 -0.42 -0.08
N -4.1894 -5.6343 -0.3143 0.27 -0.04 0.01
C 2.6706 2.0250 -1.6178 -0.16 0.03 0.05
C 3.3676 0.7306 2.2467 -0.01 -0.08 0.05
C -5.3437 -0.9398 -0.3005 0.02 0.14 -0.02
C -2.3807 -4.0136 -0.4371 -0.09 0.28 -0.01
C -3.5662 0.6413 -0.4671 0.20 0.11 -0.04
O -0.6909 4.0908 -1.7692 0.10 -0.04 0.07
C 4.3588 3.7303 -1.3264 0.03 0.09 -0.01
C 1.1523 0.5558 2.4716 0.22 0.07 -0.07
H 5.4003 3.9987 -1.1997 0.01 -0.01 -0.02
O -0.3566 2.1749 -0.3091 -0.10 0.42 -0.45
H 3.3376 2.9271 2.0754 -0.03 0.02 0.01
C 0.2281 -3.1959 -0.6677 0.14 0.21 -0.06
N 2.3123 -0.1378 2.4285 0.03 0.16 0.16
O 1.7878 0.0821 -0.1946 0.43 0.00 -0.37
H -0.0764 2.8825 1.4427 0.16 0.09 0.24
H 1.8513 -2.0103 3.2148 0.03 -0.01 0.01
O -0.4929 1.8439 -2.7042 0.15 -0.17 -0.01
N -2.6608 -0.3050 -0.5466 -0.52 -0.41 -0.05
C -3.0284 -1.6225 -0.4923 0.04 0.07 0.00
H 3.4194 -1.8863 2.3613 0.01 0.03 0.01
C -4.4072 -1.9714 -0.3782 0.26 -0.09 -0.01
C 1.6761 3.0218 -1.6395 0.02 -0.17 0.02
C 2.3757 -1.5809 2.3632 -0.06 -0.03 -0.01
C 2.0530 4.3541 -1.5053 -0.06 -0.11 -0.10
H -1.6213 -6.0036 -0.3120 -0.03 0.00 -0.01
Hg -0.4281 -0.0298 -0.6654 -0.40 -0.59 0.34
C 4.0021 2.4004 -1.4735 -0.11 -0.06 -0.12
O 1.4947 -0.2004 -2.5787 -0.17 0.16 -0.08
H 1.2446 -2.8384 -0.8008 -0.01 0.01 0.02
H 1.8903 -1.9214 1.4492 0.03 0.01 -0.01
C -0.0419 -4.5612 -0.5256 -0.11 -0.15 0.02
H 4.3804 0.3885 2.1362 -0.01 -0.03 -0.02
C -4.9336 0.3740 -0.3375 -0.15 -0.10 0.02
H 1.2688 5.0968 -1.5360 0.05 0.04 0.04
C -3.7697 -4.3856 -0.3615 -0.04 -0.14 0.00
H 3.6497 5.7515 -1.2162 -0.02 0.01 -0.02
O 3.7241 -0.3554 -1.5998 -0.01 0.11 0.05
C -4.7886 -3.3594 -0.3391 -0.14 -0.05 0.01
S 2.4064 0.2357 -1.5445 0.60 -0.14 0.21
C 2.8559 1.9766 2.2167 -0.06 0.01 -0.02
H 1.0766 3.8870 2.3634 0.04 0.01 0.03
H 4.7430 1.6139 -1.4762 0.03 0.04 0.05
C -2.0245 -2.6337 -0.5361 0.08 0.02 0.04
H -6.3903 -1.2012 -0.2104 0.00 -0.02 0.01
S -0.1199 2.7696 -1.6602 -0.04 0.65 -0.04
Se -5.9866 -5.5703 -0.2339 -0.18 -0.19 0.01
N 1.4888 1.8589 2.3693 0.13 -0.11 -0.03
H 0.7704 -5.2736 -0.5120 0.00 0.01 -0.02
Se -0.5432 -0.1482 2.5562 -0.19 -0.09 0.03
C 3.3811 4.7095 -1.3377 0.10 0.03 0.00
N -6.0389 -3.7716 -0.2753 -0.03 0.27 0.02
H -0.1226 2.8699 3.2129 0.06 0.03 0.07

=====

Molar mass values (in g mol⁻¹) by entry order: 568.75; 662.21; 588.25; 461.39; 897.08.
F_max values (in eV/Å) by entry order: 0.423; 0.693; 4.938; 3.253; 0.785.
E_tot values (in eV) by entry order: -107714.016; -70297.266; -121916.349; -46065.663; -201909.267.